# 1
24
Properties=species:S:1:pos:R:3:forces:R:3:lowdin_charge:R:1 method="wB97M-V/def2-TZVPD" homo_energy_ev=-13.061 fmax_ha_per_bohr=0.0734 smiles="[NH3+][C@@]1(OP=O)CCc2ccccc21" total_energy_ev=-24378.7824 total_charge=+1 orbital_gap_ha=0.342 e_above_lowest_ev=0.000 lumo_ev=-3.7574
N -2.011 -0.682 -1.443 -2.3 -0.6 -0.1 0.26
C -0.581 -0.976 -0.900 -0.1 1.2 -0.9 -0.52
O -0.517 -2.357 -0.963 0.0 -0.1 0.3 -0.28
P 0.215 -3.365 0.188 0.2 1.5 0.0 0.97
O -0.294 -4.645 -0.202 -0.4 -1.7 -0.2 -0.37
C 0.442 -0.275 -1.755 0.5 2.7 -1.0 -0.09
C 1.646 0.024 -0.795 0.1 0.0 -1.5 -0.07
C 0.939 0.186 0.502 -1.3 -0.2 -1.4 -0.19
C 1.380 0.774 1.639 -1.5 -1.5 1.0 -0.01
C 0.692 0.630 2.814 -1.6 0.3 1.0 -0.04
C -0.586 0.045 2.809 -1.3 0.1 0.8 -0.04
C -1.148 -0.420 1.597 3.0 1.2 -0.2 -0.01
C -0.362 -0.330 0.408 0.0 -0.2 3.1 -0.17
H -2.641 -0.021 -0.858 1.7 -0.9 -1.2 0.21
H -2.465 -1.627 -1.352 0.2 0.9 -0.2 0.18
H -2.088 -0.450 -2.479 0.4 -0.1 1.6 0.20
H 0.048 0.673 -2.260 0.1 -0.7 1.5 0.16
H 0.723 -0.733 -2.660 0.5 -1.6 -0.8 0.11
H 2.326 0.859 -1.114 -0.9 -0.7 0.3 0.15
H 2.245 -0.898 -0.839 0.2 0.3 0.4 0.13
H 2.318 1.116 1.711 3.4 1.6 -0.1 0.09
H 1.058 1.055 3.763 0.0 -0.3 -0.6 0.13
H -1.192 0.038 3.797 1.1 -0.2 -2.0 0.15
H -2.111 -0.785 1.556 -2.0 -0.9 0.1 0.08

# 2
24
Properties=species:S:1:pos:R:3:forces:R:3:lowdin_charge:R:1 method="wB97M-V/def2-TZVPD" homo_energy_ev="-3.471 / -3.520" fmax_ha_per_bohr=0.2050 multiplicity=5 s_squared=6.006 total_energy_ev=-31648.1566 total_charge=-1 orbital_gap_ha="0.227 / 0.229" lumo_ev="2.7063 / 2.7027"
C -0.129 0.965 -1.834 -0.6 1.5 -1.7 -0.23
C -0.026 1.983 -0.842 -0.3 1.6 -1.6 -0.24
C -1.285 2.080 -0.182 -0.8 1.5 -1.4 -0.25
C -2.157 1.111 -0.752 -0.8 1.5 -1.3 -0.26
C -1.442 0.420 -1.776 -0.7 1.5 -1.9 -0.25
Pm -0.385 -0.092 0.255 -5.0 -0.3 9.2 1.38
C 1.684 -0.063 0.691 4.6 0.7 0.3 -0.30
C 1.648 -1.240 -0.238 1.0 -0.7 -0.3 -0.57
C 2.645 -1.633 -1.081 -0.1 0.1 0.2 -0.04
N 0.348 -1.803 -0.204 2.9 -6.8 -3.2 -0.19
H -1.523 2.749 0.647 0.1 -0.3 -0.2 0.10
H 0.861 2.580 -0.628 -0.3 -0.3 -0.1 0.10
H -3.184 0.911 -0.443 0.4 0.0 -0.1 0.10
H -1.826 -0.396 -2.391 0.2 0.3 0.3 0.10
H 0.685 0.613 -2.472 -0.3 0.1 0.3 0.11
H 2.455 0.686 0.469 0.2 -0.6 0.1 0.04
H 0.216 -2.620 -0.805 0.7 0.1 0.2 0.07
H 1.692 -0.373 1.752 -0.1 0.1 -0.4 0.05
H 3.632 -1.166 -1.029 -0.4 -0.2 0.0 0.03
H 2.505 -2.469 -1.777 0.0 0.3 0.2 0.02
O -1.840 -1.045 4.325 0.0 2.6 -4.0 -0.14
C -1.633 -0.515 3.143 2.1 -4.9 3.8 -0.48
O -0.738 -1.035 2.338 -2.3 1.6 1.6 -0.26
H -2.202 0.350 2.832 -0.4 0.6 -0.2 0.09

# 3
24
Properties=species:S:1:pos:R:3:forces:R:3:lowdin_charge:R:1 method="wB97M-V/def2-TZVPD" homo_energy_ev=-8.207 fmax_ha_per_bohr=0.1301 smiles="COc1cccc(C(N)=O)c1OC" total_energy_ev=-17141.4254 total_charge=0 orbital_gap_ha=0.329 e_above_lowest_ev=3.335 lumo_ev=0.7344
C 0.493 -3.152 1.204 1.0 0.5 1.8 -0.06
O 0.183 -1.745 1.300 0.2 -1.3 1.4 -0.10
C 0.351 -0.992 0.212 -1.0 1.1 -0.2 -0.24
C 0.525 -1.581 -1.038 0.2 -0.4 0.1 -0.04
C 0.502 -0.875 -2.166 0.4 1.6 -2.2 -0.09
C 0.470 0.523 -2.157 0.1 0.4 -2.3 -0.07
C 0.278 1.135 -1.009 0.2 2.0 6.4 -0.05
C 0.659 2.638 -0.576 0.5 -1.1 -1.3 -0.43
N -0.208 3.699 -0.793 3.4 1.0 2.6 0.16
O 1.781 2.841 -0.107 -2.1 -0.5 -0.6 0.06
C 0.076 0.380 0.270 0.2 0.5 -3.1 -0.13
O -0.482 1.097 1.293 2.0 0.3 -1.0 -0.08
C -1.530 0.461 1.914 -1.8 -1.0 0.9 -0.10
H 0.064 -3.605 2.139 1.3 0.7 -0.2 0.10
H 1.667 -3.250 1.087 -2.6 -0.4 0.0 0.15
H -0.182 -3.668 0.549 0.4 -0.1 -1.5 0.07
H 0.676 -2.613 -1.219 0.0 -1.0 0.6 0.10
H 0.601 -1.326 -3.132 0.1 -0.5 -0.2 0.10
H 0.574 1.186 -3.034 0.1 -0.9 0.2 0.13
H 0.064 4.347 -0.013 -0.5 -0.2 -1.5 0.13
H -1.163 3.702 -0.940 -2.1 -1.0 -0.4 0.06
H -1.250 0.305 2.970 -0.6 0.3 -0.2 0.10
H -2.496 1.039 1.764 1.1 -0.5 0.4 0.11
H -1.653 -0.544 1.484 -0.4 0.4 0.3 0.09